[1]
{
  "formula": "C33H64FNO11Si2",
  "method": "ωB97M-V/def2-TZVPD",
  "symbols": ["H", "H", "C", "H", "H", "C", "O", "H", "C", "H", "H", "H", "H", "H", "H", "C", "H", "H", "H", "C", "H", "O", "H", "C", "C", "H", "H", "H", "N", "H", "H", "O", "C", "H", "C", "H", "C", "H", "H", "O", "H", "H", "H", "C", "H", "C", "H", "H", "H", "H", "C", "H", "C", "O", "C", "C", "H", "H", "H", "O", "C", "H", "C", "H", "C", "H", "O", "H", "H", "C", "C", "H", "O", "H", "Si", "H", "C", "H", "H", "H", "H", "C", "C", "H", "Si", "F", "H", "H", "H", "H", "H", "H", "H", "H", "C", "C", "C", "O", "H", "C", "C", "C", "H", "H", "C", "H", "C", "O", "O", "H", "H", "C"],
  "positions_angstrom": [[1.5024, 0.4201, 0.5684], [0.4542, -2.9311, -2.1724], [1.1389, 2.5635, -2.3953], [3.0648, -0.2660, -2.8590], [3.6795, 1.0622, 2.7601], [-2.1307, 1.5336, -0.0134], [3.2283, 6.2730, -1.5964], [0.8676, -0.0993, -1.6724], [-8.4012, -5.2515, 8.3313], [2.2331, -1.7078, -4.3602], [-1.2634, -1.0382, -1.3065], [-6.4828, -3.2322, 2.1640], [1.5944, 1.6649, -2.8114], [1.2311, -1.5348, -0.7779], [-9.4810, -7.0420, 8.8485], [2.3353, 0.1363, -0.0833], [-4.0884, 0.0718, 0.5671], [2.9895, -0.5291, 0.4851], [-2.3648, -0.9883, -3.6361], [3.9004, 2.4261, 1.0692], [5.1910, 6.5829, -0.9766], [4.4677, 1.6016, -1.6240], [3.5298, 3.5948, -3.7809], [2.6830, -1.1277, -2.3078], [2.0643, 3.0557, -1.2392], [6.3760, 0.9579, 0.0858], [-1.5606, -2.7754, -1.3414], [-5.3139, 0.9195, -0.3788], [3.2673, 2.9205, -4.4898], [0.1546, 2.3779, -1.9708], [3.4788, 2.0212, -4.0775], [-3.7648, -4.9683, 2.2310], [-3.9643, -0.2493, -1.5984], [1.6308, 3.5765, -5.6750], [8.4904, -0.9472, -2.3224], [6.9388, 0.9943, -3.4912], [2.0447, 6.6365, -1.0260], [1.4710, 1.9874, -4.9014], [-4.3105, -3.2800, 3.2613], [-3.4795, 1.7986, -0.3284], [1.3880, 4.5619, -3.3004], [-3.3531, -1.7865, -0.1783], [8.7617, 0.7699, -1.0338], [-5.8519, -4.1021, 1.9963], [2.7760, -3.0209, -3.3488], [-4.7456, -4.2519, 3.0136], [4.5335, 9.4133, 0.2188], [-0.3384, -1.7606, -4.8144], [-4.8485, -0.4144, -2.2112], [4.3485, 7.9978, -1.6516], [4.2416, 7.1114, -1.0224], [5.3922, 1.6154, 2.3669], [3.6631, 7.4295, 0.3343], [-3.1736, -4.8543, 0.0597], [-3.9406, -4.6186, 0.9348], [-1.9145, -1.8136, -1.7187], [8.0124, -1.1442, -3.2807], [-4.2927, -5.6424, 4.6006], [1.5258, 3.5805, -0.4488], [-5.1860, -5.7488, 7.3460], [1.6961, -0.6638, -1.2467], [-2.0385, 0.6978, 0.6879], [-9.6837, -6.0485, 8.4532], [-8.7187, -3.3932, 7.2244], [4.3295, 1.6417, 2.1068], [9.5159, -1.3079, -2.3009], [2.2578, 7.4742, 0.0177], [-3.9938, -2.4267, -1.6650], [-0.0301, 3.6138, -3.8655], [1.8222, 3.0126, -4.7619], [4.1330, 8.7247, 0.9639], [7.3628, 2.3306, -2.3383], [-5.1186, -3.9629, 0.7727], [3.3103, 9.2242, 1.4720], [5.8545, 0.7468, -1.2774], [0.0081, -0.5611, -3.6013], [1.0215, 3.5750, -3.5757], [2.7141, 3.8154, -1.6831], [-1.6715, 2.4270, 0.4042], [-2.1955, -2.7222, -3.6607], [-10.3825, -5.5466, 9.1208], [-4.2669, 0.6203, -0.3651], [-3.3579, -1.6387, -1.2616], [-5.9896, -5.6287, 4.1352], [3.1965, 1.7463, -0.5335], [9.5668, 1.0620, -2.8465], [3.9866, 3.5137, 1.1763], [5.6330, -0.7038, -1.4376], [-8.2305, -4.6680, 9.2396], [0.5723, -3.4955, -3.8133], [-10.1786, -6.1670, 7.4885], [-5.3327, -4.3049, 5.0833], [-6.4754, -4.9963, 1.9222], [4.9218, 8.5317, 1.6896], [-5.1087, -4.9990, 4.2798], [-8.2817, -4.3812, 7.1029], [0.6899, -2.6085, -3.1836], [0.9777, 6.2701, -1.3911], [-1.5824, 1.2743, -0.9269], [2.1330, -2.1389, -3.3623], [-1.7582, -1.8113, -3.2450], [8.5040, 0.5503, -2.0723], [7.9350, -1.4770, -1.5483], [-8.6971, -4.8567, 6.2112], [-6.3180, -5.4182, 7.4707], [3.5149, -1.6076, -1.7929], [-0.3296, -1.5914, -3.7327], [-6.8598, -4.2884, 6.9422], [-7.2567, -6.1122, 8.1584], [3.8117, 6.5967, 1.0273], [-3.2392, 0.2910, -2.2076], [7.2271, 1.2563, -2.4743]],
  "forces_ev_per_a": [[0.18, 0.16, 0.24], [0.15, 0.14, 0.12], [0.53, 1.23, 0.37], [0.22, 0.08, 0.19], [0.09, -1.53, -1.25], [0.03, -0.08, -0.51], [-0.11, 0.22, 0.19], [0.08, 0.10, -0.09], [-0.31, -0.27, 0.03], [-0.05, -0.01, -0.05], [-0.12, 0.07, 0.16], [0.07, 0.07, -0.15], [-0.44, -0.32, 0.06], [-0.02, -0.09, -0.13], [0.05, 0.04, 0.09], [-0.13, -0.05, -0.99], [-0.07, -0.18, -0.03], [0.08, 0.06, 0.07], [-0.04, -0.06, -0.14], [-1.27, -0.40, 0.57], [-0.08, -0.14, -0.08], [0.24, -0.42, 1.04], [0.07, 0.14, -0.10], [-0.45, -0.26, -0.39], [0.15, -0.26, -0.81], [-0.09, 0.10, 0.12], [0.08, 0.06, 0.15], [0.04, 0.28, 0.07], [-0.12, 0.01, -0.07], [-0.03, -0.41, -0.16], [0.08, -0.02, 0.01], [-0.11, 0.19, -0.12], [0.44, -0.73, 0.39], [0.09, 0.05, -0.04], [-0.11, 0.24, 0.28], [0.09, 0.22, -0.13], [-0.04, 0.01, -0.02], [-0.10, 0.05, -0.40], [0.01, 0.02, -0.09], [-0.24, 0.18, 0.40], [-0.20, 0.11, 0.05], [-0.22, 0.00, 0.04], [0.04, 0.04, 0.03], [-0.05, 0.22, -0.06], [0.07, 0.01, -0.05], [-0.07, -0.30, 0.33], [-0.10, 0.01, -0.04], [0.06, 0.28, -0.08], [-0.12, 0.29, 0.03], [0.00, 0.08, 0.10], [0.22, -0.25, -0.11], [-0.29, 1.29, 1.26], [0.06, 0.36, 0.16], [0.00, 0.03, -0.08], [0.12, -0.09, 0.00], [0.01, -0.49, -0.58], [0.17, -0.16, -0.09], [0.07, 0.10, 0.03], [-0.18, -0.13, 0.03], [0.03, 0.05, -0.04], [0.01, -0.23, 0.62], [0.02, 0.04, 0.12], [-0.08, -0.02, -0.13], [0.17, 0.07, -0.01], [0.50, 0.57, -0.21], [0.00, -0.11, -0.15], [0.08, -0.17, -0.07], [0.15, -0.13, -0.07], [0.00, 0.40, -0.07], [0.03, -0.01, 0.58], [0.07, 0.10, -0.09], [-0.02, 0.08, -0.34], [-0.02, -0.05, 0.07], [-0.02, -0.09, 0.07], [0.29, 0.06, -0.86], [-0.12, 0.04, 0.30], [0.03, -1.19, -0.10], [0.18, 0.02, 0.21], [-0.13, 0.08, 0.06], [0.14, -0.12, 0.00], [0.02, -0.01, 0.02], [0.06, 0.02, -0.40], [0.11, 0.40, 0.22], [0.06, -0.07, -0.07], [-1.49, 0.72, 0.92], [0.01, 0.17, 0.04], [2.04, -0.05, -0.94], [-0.18, -0.03, 0.07], [0.07, 0.04, -0.03], [-0.02, -0.16, 0.18], [0.08, -0.06, -0.03], [0.06, 0.03, 0.01], [0.03, -0.04, 0.12], [-0.02, -0.01, 0.02], [-0.08, -0.08, -0.16], [0.03, 0.23, 0.02], [-0.15, 0.12, -0.75], [-0.01, -0.02, -0.07], [0.13, -0.11, 0.08], [0.06, -0.07, 0.52], [-0.21, 0.67, 0.30], [0.11, -0.19, -0.43], [-0.07, 0.03, 0.02], [-0.08, -0.08, 0.07], [-0.04, -0.14, 0.14], [0.17, 0.17, -0.01], [0.02, -0.77, -0.32], [-0.08, -0.04, 0.06], [0.06, 0.17, -0.05], [-0.03, -0.06, -0.06], [-0.14, 0.18, -0.10], [-0.32, -0.28, 0.93]],
  "lowdin_charge": [0.09, 0.09, -0.22, 0.09, 0.06, -0.11, 0.04, 0.07, -0.32, 0.11, 0.09, 0.14, 0.06, 0.11, 0.09, -0.21, 0.11, 0.08, 0.10, -0.22, 0.14, -0.33, 0.05, -0.20, -0.22, -0.01, 0.10, 0.12, 0.01, 0.09, 0.04, 0.09, -0.15, 0.10, -0.06, 0.09, -0.56, 0.10, 0.16, -0.19, 0.09, 0.09, 0.13, -0.10, 0.10, -0.31, 0.08, 0.11, 0.11, 0.14, -0.09, 0.05, -0.32, 0.16, -0.57, -0.21, 0.09, 0.10, 0.08, 0.17, -0.27, 0.09, -0.01, 0.14, -0.06, 0.08, 0.09, 0.11, 0.11, -0.28, -0.01, 0.09, 0.05, 0.09, 0.57, 0.10, -0.18, 0.05, 0.09, 0.12, 0.09, -0.22, -0.20, 0.09, 0.44, -0.06, 0.06, -0.01, 0.16, 0.11, 0.08, 0.07, 0.14, 0.09, -0.01, -0.09, -0.22, 0.17, 0.06, -0.18, -0.20, -0.47, 0.07, 0.14, -0.56, 0.09, -0.21, 0.04, 0.09, 0.15, 0.10, -0.24],
  "lumo_energy_ev": -0.0969,
  "charge": 0,
  "multiplicity": 1,
  "gap_ha": 0.287
}

[2]
{
  "formula": "C33H66Cl2N11O18S3",
  "method": "ωB97M-V/def2-TZVPD",
  "symbols": ["C", "H", "O", "H", "Cl", "H", "H", "O", "H", "O", "H", "H", "H", "O", "O", "H", "H", "H", "C", "H", "H", "N", "H", "N", "H", "H", "H", "O", "C", "H", "C", "C", "C", "H", "H", "O", "H", "C", "H", "H", "C", "C", "O", "H", "C", "N", "C", "H", "N", "C", "H", "C", "O", "H", "H", "O", "H", "H", "H", "H", "H", "H", "C", "H", "H", "H", "H", "H", "C", "H", "C", "C", "H", "H", "O", "H", "C", "C", "O", "N", "O", "C", "N", "Cl", "C", "H", "O", "S", "C", "H", "H", "S", "H", "H", "H", "H", "H", "C", "H", "O", "H", "O", "C", "C", "H", "H", "O", "C", "C", "N", "H", "H", "H", "H", "H", "H", "H", "O", "H", "C", "N", "S", "C", "H", "C", "C", "N", "H", "N", "C", "H", "C", "N"],
  "positions_angstrom": [[-4.3466, 0.6950, 7.3557], [2.1895, -3.0823, 2.2891], [2.0158, -5.5271, -5.0109], [-2.6588, -1.0897, 5.2472], [-0.7943, -5.1264, 1.4244], [0.2639, 2.9444, 2.3220], [0.9493, 4.3930, 3.9784], [-0.7664, -2.9299, 2.7947], [2.2802, -2.5276, -4.9267], [1.9945, 0.6860, 2.6719], [1.9898, 10.5257, 2.1400], [-1.3717, 2.9547, -1.3483], [1.1552, -3.1367, 0.0710], [-1.8449, -2.8741, -4.3633], [1.9042, -4.3617, -2.0755], [-4.5664, 0.5003, 1.2132], [2.7662, -2.6058, -0.2661], [-1.1085, 0.0809, -4.0663], [1.3632, -0.9911, -0.3640], [2.0090, -0.7181, -1.1979], [1.7318, 5.6143, 7.4177], [5.5239, -9.5312, -3.1867], [-0.2553, 4.7611, 0.0386], [-0.9534, -1.2540, 0.4312], [-2.8265, 3.9590, -3.8315], [1.3593, -1.5348, 2.1583], [0.0620, 5.7106, 3.1600], [5.1061, -10.4498, -3.8511], [-0.1189, -0.9810, -0.7682], [0.2523, 0.8617, -4.8277], [1.6440, 9.6613, 2.6984], [6.8897, -9.0312, -3.5072], [1.5096, -3.2586, -5.1526], [-1.0772, -3.2041, -0.3898], [6.8764, -8.7073, -4.5433], [4.9150, -8.9908, -2.2813], [0.9451, -0.3271, -2.8662], [3.4723, -1.3605, 1.9315], [1.5126, -0.2178, 0.3982], [4.2480, -1.9603, 2.4034], [-3.3275, 3.0789, -3.4247], [-2.0663, -0.3233, 0.6285], [-1.1642, 0.0415, -7.3555], [2.5407, 4.3228, 2.0546], [1.8480, -2.3171, 0.2487], [-1.3484, 1.1582, -7.7902], [-0.3902, 0.8990, -3.9477], [-1.5030, -5.4354, -4.5020], [-0.3512, 5.4920, 7.4854], [-0.4888, 0.3435, -1.4540], [1.0795, 4.1916, 8.2982], [-1.1931, 2.1882, -3.9910], [4.0224, -4.4875, -1.7264], [-1.3118, 2.4657, -5.0413], [1.4016, 2.6978, 1.0260], [1.9566, 8.2675, 0.8848], [-4.7527, 1.6393, 7.6804], [1.9751, 9.6884, 3.7290], [-2.5581, -1.4489, 2.4327], [-3.6811, 3.3076, -2.4159], [7.1213, -8.2166, -2.8323], [-0.2870, -1.7533, -1.5258], [-1.6115, 1.1353, 0.5459], [-3.1193, -5.0670, -3.8440], [-1.8064, -5.6086, -2.7409], [3.8708, -0.9481, 1.0012], [1.5235, 5.4234, 1.1498], [-2.1514, 2.3235, -9.3369], [-3.7339, -1.3379, 7.1924], [1.0175, 4.2589, 6.5050], [-0.4158, 3.7531, 0.4258], [0.6991, 3.4280, 1.4436], [1.1893, 1.3489, -2.4827], [0.4033, 3.0116, -1.4201], [2.9364, 7.7347, 2.7257], [-3.5989, -2.3748, 7.4509], [2.1630, -2.1422, 1.7422], [-0.4526, 2.8171, -0.7791], [4.4536, 0.8959, 2.8539], [-4.4199, -0.4461, 7.9751], [-2.4617, 1.9540, -3.3875], [-3.2493, -0.7328, 6.0736], [2.9445, -4.9880, -1.9621], [3.1904, -0.7195, 4.7846], [-2.7673, -0.4807, 1.9827], [-1.3891, 3.7780, 0.9186], [-1.1364, -3.3330, -2.3870], [-2.5114, 2.9318, 5.6638], [-4.8379, 0.0359, 3.3096], [-2.5085, -2.7048, 0.4682], [-2.3660, 0.2658, 2.6704], [-4.2546, 1.6928, 3.7466], [-4.7432, -1.2219, 1.5823], [-1.4881, 0.7274, -9.8249], [-0.6843, 3.0200, -3.4897], [0.9321, -3.5028, -4.2697], [1.7806, 5.8978, 3.6314], [-0.9665, -3.3819, 1.7214], [3.8220, -6.9076, -2.0444], [-1.0713, 5.2374, 8.4242], [7.5732, -9.8653, -3.3822], [2.9267, -4.3761, -6.5832], [0.4129, 0.6070, -2.6794], [1.0258, 5.2102, 3.2575], [-4.1991, 2.8534, -4.0421], [-5.9272, 0.0190, 3.3195], [-0.6253, 6.2440, 6.5713], [0.9818, 4.8294, 7.4283], [-4.2856, -0.2867, 1.9184], [2.2319, 8.4555, 2.0525], [0.5647, 9.5711, 2.6237], [-1.3034, 1.4751, 1.5325], [0.8837, -2.9102, -5.9690], [-2.4385, 1.7576, 0.2066], [-1.5139, 0.3338, -1.8239], [-3.0416, 0.8097, -8.9557], [0.3953, 1.2336, 0.2054], [-0.9864, 2.1810, -7.2424], [-2.8255, -0.4911, -0.1556], [-2.0524, -5.0617, -3.6426], [-0.4438, 1.3782, -0.3610], [3.2769, 0.0954, 2.9344], [2.8447, -6.4552, -2.1549], [2.1494, -6.8273, -1.4079], [-2.0687, 1.2731, -9.0875], [-3.4252, 1.6577, 5.2833], [-3.6561, 0.5880, 6.1722], [2.4481, -6.5918, -3.1551], [2.2048, -4.4891, -5.6219], [1.5067, 4.6469, 1.9169], [-4.5160, -0.7288, 4.0136], [-1.4117, -2.6364, 0.4757], [-1.6487, -3.6422, -3.4488]],
  "forces_ev_per_a": [[0.08, -0.04, -0.02], [0.10, -0.04, -0.06], [-0.14, 0.11, -0.09], [0.07, 0.01, 0.05], [-0.03, -0.15, -0.03], [0.06, -0.10, -0.03], [-0.18, 0.05, 0.02], [0.05, -0.03, -0.02], [0.01, 0.02, -0.05], [0.02, 0.06, 0.04], [-0.03, 0.00, -0.03], [0.08, -0.05, -0.13], [-0.10, 0.03, 0.06], [0.04, -0.04, 0.08], [-0.06, 0.13, -0.02], [0.01, -0.01, -0.03], [-0.08, -0.18, -0.02], [0.03, 0.01, -0.17], [-0.04, 0.03, 0.15], [-0.13, -0.06, -0.11], [0.00, 0.01, -0.06], [-0.02, -0.05, 0.00], [-0.04, -0.05, -0.12], [-0.23, 0.03, -0.05], [0.00, 0.02, 0.01], [-0.13, -0.25, 0.21], [-0.02, 0.02, 0.19], [-0.01, -0.01, -0.02], [0.28, 0.03, -0.07], [0.12, 0.04, 0.08], [0.05, 0.02, 0.08], [0.02, 0.07, 0.07], [-0.11, 0.00, 0.06], [-0.02, 0.11, 0.26], [0.01, -0.04, -0.02], [0.02, 0.07, 0.00], [0.07, 0.06, -0.02], [-0.12, -0.26, 0.07], [0.06, 0.03, 0.00], [0.13, 0.13, -0.04], [-0.11, -0.06, -0.03], [-0.09, 0.02, -0.26], [-0.01, -0.06, 0.01], [0.01, 0.08, -0.05], [0.54, 0.11, 0.16], [0.05, 0.01, 0.05], [-0.15, 0.03, 0.14], [-0.01, 0.01, -0.03], [0.01, -0.03, -0.02], [0.43, -0.22, -0.14], [-0.01, 0.00, 0.01], [0.01, -0.15, -0.32], [-0.02, -0.02, 0.00], [-0.16, 0.08, 0.12], [0.03, 0.06, -0.08], [-0.04, -0.02, -0.01], [-0.03, 0.00, 0.00], [0.01, -0.01, 0.00], [0.06, -0.02, -0.06], [0.04, 0.01, 0.01], [-0.01, 0.00, 0.01], [0.09, 0.30, 0.22], [0.14, -0.14, 0.39], [0.00, 0.01, -0.05], [0.02, 0.01, 0.01], [-0.02, -0.02, -0.02], [0.02, 0.01, 0.00], [0.01, 0.00, 0.01], [0.22, -0.17, -0.28], [0.01, 0.04, -0.03], [0.14, 0.04, 0.23], [-0.13, 0.12, -0.16], [-0.06, 0.07, 0.01], [0.06, -0.21, 0.01], [0.08, 0.06, -0.01], [-0.08, 0.03, 0.17], [-0.23, 0.40, -0.19], [-0.17, 0.32, 0.16], [0.00, -0.06, 0.09], [-0.02, 0.06, 0.05], [0.12, 0.12, 0.31], [-0.15, 0.09, -0.08], [-0.08, -0.03, -0.08], [-0.08, 0.00, 0.16], [-0.23, 0.02, 0.06], [-0.01, 0.00, -0.02], [-0.14, -0.28, -0.42], [0.00, 0.14, 0.14], [-0.19, -0.30, -0.19], [-0.01, -0.03, -0.01], [0.14, -0.15, 0.07], [-0.04, 0.13, 0.09], [-0.12, 0.13, -0.14], [-0.02, -0.04, 0.01], [0.07, -0.01, 0.00], [0.07, -0.04, 0.03], [-0.22, 0.18, 0.08], [-0.01, 0.22, 0.12], [0.03, 0.09, 0.04], [-0.02, 0.01, 0.01], [-0.01, -0.02, -0.04], [-0.01, 0.02, -0.02], [-0.15, -0.24, 0.01], [0.26, -0.20, -0.38], [0.04, 0.02, -0.04], [0.01, 0.17, -0.03], [0.00, 0.00, -0.05], [0.00, -0.06, 0.11], [0.16, -0.27, 0.20], [-0.03, -0.01, -0.01], [0.00, 0.01, -0.04], [0.00, 0.06, -0.03], [0.03, 0.03, -0.03], [0.04, 0.01, -0.05], [-0.08, 0.05, 0.25], [0.01, -0.04, -0.01], [0.08, -0.08, -0.10], [-0.01, 0.01, -0.14], [0.02, 0.00, -0.02], [0.03, -0.05, 0.08], [-0.56, 0.29, -0.18], [0.03, 0.09, -0.27], [0.15, -0.16, 0.07], [-0.04, 0.01, -0.03], [0.00, 0.09, -0.02], [0.08, -0.06, -0.17], [-0.06, -0.01, 0.07], [-0.04, -0.09, 0.05], [0.12, -0.03, -0.01], [0.17, -0.29, 0.33], [0.09, 0.20, 0.17], [0.18, -0.07, 0.08], [-0.10, -0.04, -0.23]],
  "lowdin_charge": [-0.16, 0.12, 0.04, 0.11, 0.68, 0.10, 0.06, 0.07, 0.11, -0.37, 0.10, 0.12, 0.08, 0.09, 0.02, 0.11, 0.10, 0.12, -0.11, 0.12, 0.10, -0.45, 0.12, -0.02, 0.09, 0.08, 0.08, 0.08, -0.22, 0.11, 0.05, 0.05, 0.05, 0.07, 0.10, 0.04, 0.11, -0.27, 0.09, 0.11, -0.09, -0.27, 0.07, 0.11, -0.17, -0.44, -0.15, 0.11, -0.46, -0.17, 0.10, -0.23, 0.08, 0.10, 0.09, 0.06, 0.13, 0.10, 0.10, 0.08, 0.09, 0.12, -0.03, 0.11, 0.10, 0.11, 0.09, 0.10, -0.14, 0.08, -0.15, -0.20, 0.13, 0.13, 0.06, 0.10, -0.21, -0.11, -0.32, 0.08, -0.21, -0.09, -0.42, 0.44, -0.16, 0.11, 0.02, 0.73, -0.43, 0.15, 0.08, 0.94, 0.12, 0.10, 0.12, 0.06, 0.05, -0.78, 0.07, 0.07, 0.10, 0.09, -0.12, -0.09, 0.09, 0.08, 0.04, 0.05, -0.25, -0.44, 0.10, 0.13, 0.11, 0.15, 0.15, 0.10, 0.14, 0.06, 0.15, 0.08, -0.02, 0.33, 0.06, 0.11, 0.06, -1.12, -0.16, 0.07, -0.43, -0.24, 0.07, -0.18, -0.41],
  "lumo_energy_ev": -2.5024,
  "charge": 1,
  "multiplicity": 1,
  "gap_ha": 0.299
}